C6H10N2O5 | ωB97M-V with the def2-TZVPD basis set

For the energy relative to the best compared isomer or geometry (same formula, charge and spin), the calculation gives 278.6 kJ/mol. Its HOMO-LUMO gap is 10.15 eV. Its LUMO energy is 0.30 eV. Its total charge is 0.

Cartesian coordinates (Å):
N -1.64 3.02 0.69
C -0.58 1.92 0.60
C 0.43 1.77 -0.48
O 0.88 2.66 -1.19
N 0.93 0.43 -0.59
C 0.83 -0.77 0.22
C -0.06 -1.89 -0.28
C -1.51 -1.37 -0.42
O -2.04 -0.94 0.60
O -2.17 -1.52 -1.61
C 2.21 -1.25 0.35
O 2.97 -1.32 -0.65
O 2.62 -1.56 1.58
H -2.41 2.63 0.21
H -1.32 3.65 -0.03
H -0.28 1.65 1.61
H -1.22 0.96 0.60
H 1.31 0.42 -1.55
H 0.38 -0.25 1.04
H 0.28 -2.39 -1.16
H -0.13 -2.81 0.36
H -3.08 -1.39 -1.30
H 3.60 -1.64 1.41


C3H5N3O | ωB97M-V with the def2-TZVPD basis set

For the energy relative to the best compared isomer or geometry (same formula, charge and spin), the calculation gives 567.1 kJ/mol. Its HOMO-LUMO gap (alpha / beta) is 7.63 / 7.58 eV. Its LUMO energy (alpha / beta) is -13.96 / -14.04 eV. Its total charge is +2.

Cartesian coordinates (Å):
C -0.43 2.18 1.47
C 0.33 0.04 -0.56
C 0.49 -1.31 -1.19
N -0.58 0.01 0.49
N -0.67 1.07 1.04
N 0.67 1.15 -1.09
O 0.56 2.36 -1.12
H -1.19 3.03 1.23
H 0.82 -1.49 -2.23
H -0.44 -1.80 -1.00
H 1.15 -1.94 -0.53
H 0.05 2.87 2.43


C23H21CdCl2N4SSe | ωB97M-V with the def2-TZVPD basis set

For the energy relative to the best compared isomer or geometry (same formula, charge and spin), the calculation gives 55.6 kJ/mol. Its HOMO-LUMO gap is 5.34 eV. Its LUMO energy is 2.28 eV. Its total charge is -1.

Cartesian coordinates (Å):
Cd -0.15 -1.14 0.54
C 3.30 -2.70 -1.35
N 2.85 -1.71 -2.33
C 2.54 -0.43 -2.04
Se 2.59 0.37 -0.40
N 2.19 0.17 -3.21
C 2.23 -0.74 -4.25
C 1.95 -0.63 -5.60
C 2.09 -1.77 -6.37
C 2.50 -2.98 -5.80
C 2.79 -3.09 -4.45
C 2.65 -1.94 -3.68
H 4.05 -2.23 -0.72
H 3.72 -3.54 -1.89
H 2.43 -3.00 -0.75
H 1.85 1.11 -3.22
H 1.62 0.31 -6.03
H 1.88 -1.73 -7.43
H 2.59 -3.86 -6.43
H 3.08 -4.03 -4.01
N -6.86 2.17 -0.49
C -5.84 1.67 -0.32
C -4.55 1.06 -0.11
C -3.83 0.55 -1.19
C -2.59 -0.02 -0.97
C -2.01 -0.10 0.30
C -2.77 0.40 1.36
C -4.02 0.98 1.18
H -4.25 0.60 -2.19
H -2.05 -0.40 -1.84
H -2.39 0.35 2.38
H -4.58 1.36 2.01
C 0.67 3.65 -0.29
S -0.53 2.69 -1.22
C -2.02 3.21 -0.36
H 0.58 4.72 -0.50
H 1.66 3.31 -0.58
H 0.55 3.48 0.78
H -1.96 2.96 0.70
H -2.86 2.65 -0.78
H -2.20 4.28 -0.49
Cl 0.57 -1.81 3.18
C 1.29 -3.34 2.65
C 1.92 -4.07 3.63
C 2.48 -5.31 3.33
C 2.37 -5.77 2.02
C 1.74 -5.02 1.05
Cl 1.60 -5.72 -0.56
C 1.17 -3.69 1.24
N 0.67 -3.00 0.26
H 1.96 -3.68 4.63
H 2.98 -5.89 4.09
H 2.76 -6.74 1.74


C5H12IP | ωB97M-V with the def2-TZVPD basis set

For the energy relative to the best compared isomer or geometry (same formula, charge and spin), the calculation gives 156.8 kJ/mol. Its HOMO-LUMO gap is 9.35 eV. Its LUMO energy is -0.01 eV. Its total charge is 0.

Cartesian coordinates (Å):
C 0.49 2.21 0.09
P 0.73 0.96 1.15
C -0.34 -0.51 0.45
C -0.19 -0.46 -1.04
C 0.09 -1.85 1.06
C -1.83 -0.13 0.70
H 0.09 2.25 -0.92
H 1.01 3.08 0.40
H -0.92 -0.96 -1.48
H -0.24 0.54 -1.51
H 0.77 -0.87 -1.37
H -0.41 -2.70 0.55
H -0.06 -1.90 2.09
H 1.08 -2.05 0.90
H -2.51 -0.84 0.15
H -2.11 -0.19 1.73
H -1.99 0.82 0.24
I 3.69 1.29 -2.29
H 2.63 1.30 -0.91


C23H48BF2N2O4SSi | ωB97M-V with the def2-TZVPD basis set

Its HOMO-LUMO gap is 6.10 eV. Its LUMO energy is 2.26 eV. Its total charge is -1.

Cartesian coordinates (Å):
C 0.96 -3.21 1.41
Si 0.08 -2.34 -0.03
C 0.77 -2.99 -1.68
C -1.80 -2.80 0.01
C -2.65 -1.50 -0.32
C -4.21 -1.77 -0.34
F -4.61 -2.52 -1.46
F -4.47 -2.46 0.90
B -4.96 -0.31 -0.20
S -4.19 1.07 -1.28
C 0.21 -0.44 0.01
C -0.07 0.44 1.19
C 0.01 1.89 1.15
C 0.37 2.50 -0.12
C 0.66 1.72 -1.30
C 0.58 0.25 -1.22
H 0.45 -3.05 2.39
H 0.97 -4.32 1.20
H 2.04 -2.91 1.49
H 0.52 -4.07 -1.88
H 1.90 -2.93 -1.76
H 0.30 -2.39 -2.50
H -1.95 -3.53 -0.83
H -2.00 -3.23 1.03
H -2.50 -0.74 0.50
H -2.27 -1.12 -1.30
H -6.13 -0.39 -0.47
H -4.83 0.07 0.94
H -3.97 0.60 -2.55
H -0.34 -0.06 2.15
H -0.23 2.44 2.08
H 0.45 3.61 -0.21
H 0.94 2.22 -2.26
H 0.81 -0.31 -2.15
C -1.28 0.10 9.15
O -2.13 -0.93 8.68
C -3.31 -0.44 8.03
C -3.31 -0.84 6.56
N -2.27 -0.12 5.83
C -2.07 -0.62 4.47
C -1.49 -2.01 4.32
O -0.14 -2.13 4.77
C -0.01 -2.46 6.15
H -0.45 -0.37 9.68
H -0.88 0.68 8.31
H -1.82 0.75 9.84
H -3.41 0.65 8.14
H -4.16 -0.91 8.52
H -4.28 -0.62 6.13
H -3.14 -1.92 6.51
H -1.40 -0.20 6.33
H -1.39 0.08 3.98
H -3.02 -0.56 3.92
H -1.46 -2.22 3.25
H -2.12 -2.79 4.76
H -0.82 -3.09 6.50
H 0.06 -1.55 6.75
H 0.93 -3.00 6.27
C 2.75 2.85 -8.99
O 3.51 1.86 -8.33
C 4.81 2.32 -7.95
C 4.94 2.31 -6.43
N 4.10 3.35 -5.84
C 4.00 3.26 -4.38
C 3.26 2.05 -3.80
O 1.88 2.03 -4.09
C 1.54 1.39 -5.31
H 1.81 2.40 -9.30
H 2.53 3.69 -8.32
H 3.27 3.21 -9.88
H 5.04 3.30 -8.36
H 5.53 1.61 -8.36
H 5.98 2.49 -6.15
H 4.64 1.32 -6.07
H 3.17 3.29 -6.23
H 3.48 4.17 -4.05
H 5.01 3.31 -3.95
H 3.33 2.13 -2.71
H 3.74 1.10 -4.07
H 2.22 0.57 -5.55
H 1.51 2.11 -6.13
H 0.53 0.98 -5.20


C4H6N2 | ωB97M-V with the def2-TZVPD basis set

For the energy relative to the best compared isomer or geometry (same formula, charge and spin), the calculation gives 406.0 kJ/mol. Its HOMO-LUMO gap is 8.73 eV. Its LUMO energy is 0.43 eV. Its total charge is 0.

Cartesian coordinates (Å):
N 2.77 1.48 -0.10
C 2.00 0.62 -0.10
C 1.07 -0.52 -0.11
N -0.30 -0.12 0.16
C -1.38 -0.91 0.02
C -0.91 1.09 0.21
H 1.11 -0.98 -1.11
H 1.41 -1.26 0.62
H -2.10 -0.98 0.83
H -1.45 -1.61 -0.82
H -1.53 1.40 -0.61
H -0.68 1.80 1.01


C46H43CoN5O4S2 | ωB97M-V with the def2-TZVPD basis set

As for the spin multiplicity: 4. Its HOMO-LUMO gap (alpha / beta) is 7.32 / 7.37 eV. As for the expectation value of S²: 3.7584. Its LUMO energy (alpha / beta) is -0.56 / -0.59 eV. Its total charge is 0.

Cartesian coordinates (Å):
Co 0.04 0.07 -0.11
C -4.16 2.10 -1.20
N -3.98 0.83 -0.50
C -4.80 0.35 0.51
C -4.29 -0.81 0.92
N -3.15 -1.04 0.16
C -2.95 -0.01 -0.72
S -1.75 0.22 -1.89
C -2.32 -2.19 0.33
C -2.85 -3.35 0.88
C -2.01 -4.43 1.03
C -0.69 -4.34 0.61
C -0.27 -3.13 0.08
N -1.07 -2.07 -0.04
H -5.20 2.40 -1.11
H -3.90 1.98 -2.24
H -3.52 2.87 -0.76
H -5.67 0.89 0.86
H -4.61 -1.45 1.72
H -3.89 -3.40 1.17
H -2.39 -5.35 1.45
H 0.00 -5.16 0.69
H 0.75 -2.98 -0.24
C 3.75 0.14 5.20
C 2.36 -0.27 4.75
C 1.56 -0.86 5.90
O 1.72 0.87 4.20
C 1.24 0.61 2.88
C 1.66 -0.84 2.58
O 2.44 -1.23 3.71
C 2.50 -1.04 1.29
O 1.73 -0.72 0.18
C 2.96 -2.51 1.16
C 2.65 -3.53 2.06
C 3.05 -4.84 1.82
C 3.77 -5.16 0.68
C 4.08 -4.15 -0.23
C 3.68 -2.85 0.01
C 3.76 -0.15 1.34
C 4.82 -0.42 2.20
C 5.95 0.39 2.22
C 6.05 1.48 1.36
C 5.01 1.74 0.48
C 3.87 0.93 0.47
C -0.27 0.94 2.79
O -0.76 0.64 1.54
C -0.49 2.45 3.00
C -1.78 2.93 2.82
C -2.07 4.28 2.91
C -1.06 5.20 3.19
C 0.23 4.74 3.38
C 0.52 3.37 3.28
C -1.04 0.17 3.89
C -1.65 -1.03 3.57
C -2.34 -1.76 4.52
C -2.45 -1.28 5.82
C -1.86 -0.07 6.15
C -1.15 0.65 5.19
H 3.67 0.78 6.08
H 4.26 0.68 4.40
H 4.32 -0.75 5.46
H 1.34 -0.10 6.64
H 2.14 -1.66 6.36
H 0.62 -1.28 5.53
H 1.75 1.27 2.18
H 0.78 -1.48 2.49
H 2.09 -3.30 2.96
H 2.81 -5.61 2.55
H 4.09 -6.18 0.50
H 4.64 -4.39 -1.13
H 3.92 -2.07 -0.70
H 4.77 -1.29 2.85
H 6.77 0.16 2.89
H 6.93 2.11 1.37
H 5.08 2.57 -0.22
H 3.07 1.11 -0.23
H -2.57 2.22 2.59
H -3.09 4.63 2.77
H -1.28 6.25 3.28
H 1.03 5.43 3.61
H 1.54 3.04 3.45
H -1.57 -1.38 2.55
H -2.80 -2.71 4.25
H -2.99 -1.85 6.57
H -1.94 0.32 7.16
H -0.69 1.59 5.46
N 4.13 5.58 -0.89
C 3.68 4.87 -1.93
S 4.21 5.13 -3.47
C 2.65 3.83 -1.57
C 1.93 3.90 -0.39
C 1.02 2.90 -0.09
N 0.82 1.86 -0.87
C 1.48 1.80 -2.03
C 2.40 2.76 -2.42
H 4.87 6.24 -1.08
H 3.99 5.28 0.06
H 2.03 4.73 0.30
H 0.44 2.93 0.83
H 1.29 0.93 -2.65
H 2.93 2.67 -3.35


C2H4N2S3 | ωB97M-V with the def2-TZVPD basis set

For the energy relative to the best compared isomer or geometry (same formula, charge and spin), the calculation gives 190.8 kJ/mol. Its HOMO-LUMO gap is 8.03 eV. Its LUMO energy is -0.42 eV. Its total charge is 0.

Cartesian coordinates (Å):
C 1.69 -0.22 0.03
C -0.75 0.69 -0.12
N 0.29 -0.27 -0.15
N -2.05 0.47 -0.03
S 2.38 -1.70 -0.05
S 2.83 1.03 0.10
S -3.17 -0.63 0.11
H 2.01 2.07 0.41
H -0.60 1.76 -0.16
H -0.10 -1.19 -0.46
H -2.54 -2.01 0.32


C28H35Cl10NO2 | ωB97M-V with the def2-TZVPD basis set

For the energy relative to the best compared isomer or geometry (same formula, charge and spin), the calculation gives 9.7 kJ/mol. Its HOMO-LUMO gap is 8.64 eV. Its LUMO energy is -1.02 eV. Its total charge is 0.

Cartesian coordinates (Å):
O -1.07 2.27 -2.82
C -0.63 1.98 -1.73
C -0.24 2.97 -0.68
C -0.45 4.30 -0.99
C -0.12 5.26 -0.03
C 0.56 4.90 1.12
C 0.79 3.55 1.42
C 0.42 2.59 0.50
C 0.64 1.16 0.82
O 1.16 0.81 1.87
C 0.07 0.14 -0.12
C 0.09 -1.20 0.24
C -0.35 -2.17 -0.64
C -0.82 -1.81 -1.89
C -0.94 -0.47 -2.22
C -0.49 0.53 -1.35
H -0.96 4.71 -1.85
H -0.29 6.32 -0.16
H 0.71 5.67 1.87
H 1.22 3.34 2.39
H 0.40 -1.44 1.25
H -0.50 -3.14 -0.20
H -1.20 -2.56 -2.58
H -1.42 -0.19 -3.15
C -4.28 -5.31 0.40
C -4.23 -3.78 0.51
C -4.61 -2.97 -0.73
C -3.91 -3.31 -1.98
N -3.39 -3.59 -2.96
H -3.51 -5.76 -0.23
H -5.24 -5.68 0.02
H -4.16 -5.73 1.40
H -3.26 -3.53 0.95
H -4.96 -3.50 1.28
H -4.41 -1.92 -0.54
H -5.65 -3.20 -0.98
Cl -0.44 -5.49 -1.61
C 1.17 -5.29 -2.31
C 1.00 -5.29 -3.83
Cl 2.44 -4.57 -4.65
H 1.88 -6.03 -1.95
H 1.46 -4.31 -1.93
H 0.09 -4.78 -4.11
H 0.92 -6.31 -4.18
Cl 5.41 0.78 4.55
C 4.16 0.50 3.32
C 4.23 -0.87 2.69
Cl 4.03 -2.18 3.92
H 4.40 1.13 2.46
H 3.20 0.77 3.74
H 5.18 -1.10 2.22
H 3.41 -0.98 1.98
Cl 2.24 -3.81 0.84
C 1.89 -4.46 2.46
C 0.78 -5.48 2.41
Cl -0.76 -4.77 1.91
H 1.67 -3.62 3.12
H 2.78 -4.99 2.78
H 0.64 -6.03 3.34
H 1.02 -6.19 1.61
Cl -2.09 5.06 -7.24
C -1.78 4.27 -5.67
C -2.72 4.77 -4.59
Cl -2.23 6.41 -4.05
H -0.73 4.41 -5.45
H -1.98 3.21 -5.82
H -2.63 4.10 -3.74
H -3.75 4.89 -4.89
Cl 1.78 5.16 4.67
C 2.62 6.73 4.97
C 2.68 7.61 3.76
Cl 1.05 7.91 3.02
H 3.62 6.43 5.29
H 2.07 7.20 5.78
H 3.36 7.35 2.95
H 2.99 8.63 4.00


C4H12O | ωB97M-V with the def2-TZVPD basis set

For the energy relative to the best compared isomer or geometry (same formula, charge and spin), the calculation gives 103.1 kJ/mol. Its HOMO-LUMO gap is 11.45 eV. Its LUMO energy is 0.93 eV. Its total charge is 0.

Cartesian coordinates (Å):
C 1.10 0.72 -1.30
C 1.84 -0.46 -0.71
C 2.47 -0.09 0.66
H 1.26 1.66 -0.77
H 0.01 0.67 -1.29
H 1.42 0.95 -2.32
H 1.24 -1.33 -0.45
H 2.72 -0.75 -1.28
H 3.01 0.86 0.62
H 1.75 -0.14 1.47
H 3.38 -0.64 0.93
C -2.07 0.22 0.91
O -3.22 -0.48 0.41
H -2.34 0.49 1.93
H -2.00 1.16 0.38
H -1.13 -0.32 0.90
H -3.04 -0.67 -0.51


C7H9N3O2 | ωB97M-V with the def2-TZVPD basis set

For the energy relative to the best compared isomer or geometry (same formula, charge and spin), the calculation gives 222.6 kJ/mol. Its HOMO-LUMO gap is 9.85 eV. Its LUMO energy is 0.32 eV. Its total charge is 0.

Cartesian coordinates (Å):
H 0.54 -1.96 -0.34
N 1.11 -1.11 -0.33
C 0.87 -0.32 0.62
C 1.67 0.94 0.75
C 0.85 2.18 0.42
C -0.22 -0.57 1.63
O -0.91 0.28 2.13
O -0.35 -1.87 1.89
H 2.53 0.86 0.08
H 2.03 1.01 1.78
H -0.04 2.23 1.05
H 0.55 2.17 -0.63
H 1.45 3.07 0.60
H -1.14 -2.05 2.43
N -2.70 -1.92 0.18
C -2.32 -1.19 -0.62
C -1.82 -0.27 -1.54
C -0.81 -0.54 -2.33
N -0.02 -0.84 -3.18
H -2.26 0.72 -1.52
H 0.99 -0.81 -3.07


C14H7AgN2O4S2 | ωB97M-V with the def2-TZVPD basis set

For the energy relative to the best compared isomer or geometry (same formula, charge and spin), the calculation gives 0.0 kJ/mol. Its HOMO-LUMO gap is 6.79 eV. Its LUMO energy is 3.99 eV. Its total charge is -2.

Cartesian coordinates (Å):
Ag 1.87 0.77 -2.05
S 3.82 0.02 -0.82
C 3.19 -0.35 0.73
N 1.97 -0.31 1.15
C 1.86 -0.68 2.47
C 0.67 -0.74 3.19
C 0.69 -1.13 4.51
C 1.89 -1.47 5.14
C 3.08 -1.42 4.44
C 3.06 -1.03 3.11
S 4.36 -0.87 1.98
H -0.26 -0.47 2.69
H -0.24 -1.18 5.07
H 1.88 -1.78 6.18
H 4.01 -1.69 4.93
O -5.11 1.12 -3.95
C -4.71 0.50 -2.95
O -5.35 -0.17 -2.11
C -3.18 0.56 -2.70
C -2.62 -0.11 -1.61
C -1.26 -0.05 -1.40
N -0.43 0.62 -2.21
C -0.95 1.27 -3.26
C -2.31 1.26 -3.52
C 0.03 2.05 -4.16
O -0.47 2.70 -5.09
O 1.26 1.96 -3.88
H -3.28 -0.66 -0.94
H -0.79 -0.55 -0.56
H -2.70 1.80 -4.38


C4H9F3Ni3O6 | ωB97M-V with the def2-TZVPD basis set

As for the spin multiplicity: 8. Its HOMO-LUMO gap (alpha / beta) is 5.17 / 4.09 eV. As for the expectation value of S²: 15.7867. Its LUMO energy (alpha / beta) is -4.38 / -7.15 eV. Its total charge is +1.

Cartesian coordinates (Å):
Ni 3.14 1.03 2.84
Ni 2.01 0.41 0.15
Ni 4.22 -1.30 1.15
O 2.54 -1.53 0.15
H 2.12 -2.32 -0.24
O 2.08 1.14 -1.60
H 2.73 1.13 -2.33
O 3.87 0.85 0.98
H 4.69 1.00 0.46
O 1.36 1.01 1.91
H 0.46 1.38 1.98
C -3.44 0.90 -1.85
C -2.57 1.15 -0.62
O -2.45 -0.13 0.08
C -1.16 -0.69 0.20
O -0.21 -0.09 -0.16
C -1.01 -2.10 0.96
F -2.13 -2.39 1.54
F -0.74 -3.03 -0.04
F -0.03 -2.17 1.86
H -2.85 0.24 -2.48
H -3.89 1.76 -2.35
H -4.26 0.29 -1.48
H -2.86 2.03 -0.04
H -1.62 1.42 -1.08